{
  "formula": "C34H90N6O12V",
  "method": "ωB97M-V/def2-TZVPD",
  "species": ["V", "O", "C", "C", "O", "H", "H", "H", "H", "C", "O", "C", "C", "N", "C", "C", "O", "C", "H", "H", "H", "H", "H", "H", "H", "H", "H", "H", "H", "H", "H", "H", "H", "C", "O", "C", "C", "N", "C", "C", "O", "C", "H", "H", "H", "H", "H", "H", "H", "H", "H", "H", "H", "H", "H", "H", "H", "C", "C", "C", "O", "C", "N", "H", "H", "H", "H", "H", "H", "H", "H", "H", "H", "H", "C", "C", "C", "O", "C", "N", "H", "H", "H", "H", "H", "H", "H", "H", "H", "H", "H", "C", "C", "C", "O", "C", "N", "H", "H", "H", "H", "H", "H", "H", "H", "H", "H", "H", "C", "C", "C", "O", "C", "N", "H", "H", "H", "H", "H", "H", "H", "H", "H", "H", "H", "C", "C", "O", "H", "H", "H", "H", "H", "H", "C", "C", "O", "H", "H", "H", "H", "H", "H"],
  "positions_angstrom": [[-0.7930, -1.6736, -0.8857], [1.3661, -0.8526, -0.9959], [1.2325, 0.4436, -0.3728], [-0.2284, 1.1826, -0.1876], [-1.3987, 0.3706, -0.1726], [1.9599, 1.1358, -0.7970], [1.6039, 0.4124, 0.6515], [-0.4199, 1.9204, -0.9668], [-0.1531, 1.7590, 0.7344], [3.7702, 2.5945, 7.0021], [3.0749, 2.9460, 5.7720], [3.2385, 1.9469, 4.7872], [2.4306, 2.3258, 3.5131], [3.1787, 3.2936, 2.7405], [2.7211, 3.7093, 1.4220], [1.4496, 4.6205, 1.4454], [1.8467, 5.8922, 2.0636], [0.8436, 6.8674, 1.9838], [3.7154, 3.4320, 7.6976], [4.8151, 2.3717, 6.7859], [3.2090, 1.7480, 7.3978], [2.8114, 0.9832, 5.0648], [4.2812, 1.8675, 4.4796], [1.4150, 2.5239, 3.8557], [2.2830, 1.4048, 2.9491], [2.8362, 4.1139, 3.2201], [2.3633, 2.8578, 0.8432], [3.5659, 4.2068, 0.9458], [0.5440, 4.2223, 1.9031], [1.1500, 4.7501, 0.4054], [0.0169, 6.7309, 2.6809], [0.3468, 6.8772, 1.0136], [1.2737, 7.8242, 2.2799], [-3.6341, -3.2764, -1.3126], [-2.6246, -2.7066, -0.5245], [-2.9382, -3.0545, 0.7904], [-1.8722, -2.4003, 1.7671], [-0.4787, -2.4710, 1.1988], [-0.1440, -3.9432, 1.0607], [0.6775, -4.1492, -0.2124], [-0.0558, -3.7087, -1.3319], [0.3586, -4.1888, -2.6111], [-3.2569, -3.7349, -2.2267], [-4.4984, -2.6384, -1.4969], [-4.1123, -4.1983, -0.9817], [-2.9819, -4.1194, 1.0184], [-3.9374, -2.7326, 1.0837], [-2.0050, -2.9262, 2.7125], [-2.2190, -1.3728, 1.8768], [0.1840, -2.0632, 1.8426], [-1.0376, -4.5666, 1.0288], [0.4569, -4.2484, 1.9174], [0.7689, -5.2353, -0.2243], [1.6276, -3.6162, -0.1776], [1.3133, -3.7856, -2.9487], [-0.3561, -3.8772, -3.3728], [0.3482, -5.2775, -2.6636], [-1.4709, 0.8537, -3.8031], [-2.3075, -0.3836, -3.4863], [-3.1201, -0.9122, -4.6365], [-3.6481, -2.2422, -4.2736], [-4.8619, -2.4270, -4.9162], [-1.3270, -1.4856, -3.0774], [-1.0253, 1.2737, -2.9014], [-2.2029, 1.6324, -4.0175], [-0.8175, 0.7350, -4.6674], [-2.9027, -0.0517, -2.6356], [-2.5384, -1.0266, -5.5512], [-3.9400, -0.2394, -4.8877], [-4.8431, -2.2117, -5.9846], [-5.7510, -1.8893, -4.5870], [-5.0819, -3.4929, -4.8570], [-1.6504, -2.3015, -3.5773], [-0.5130, -1.4059, -3.6698], [4.6023, 0.5564, -4.6622], [3.3427, 0.4814, -3.7847], [2.1422, 1.3038, -4.3776], [2.3282, 2.7068, -4.3222], [2.1257, 3.1809, -3.0114], [3.0323, -0.9142, -3.4742], [5.5007, 0.1010, -4.2456], [4.8471, 1.6173, -4.7154], [4.4575, 0.1414, -5.6597], [3.5232, 0.9350, -2.8101], [1.1923, 1.0258, -3.9209], [2.0908, 1.0392, -5.4337], [2.9792, 3.1292, -2.3355], [1.2367, 2.8099, -2.5015], [1.9742, 4.2544, -3.1238], [2.3294, -0.8571, -2.7512], [3.7515, -1.3983, -2.9559], [-5.7311, 1.2234, 0.9815], [-5.1321, 0.7481, -0.3252], [-6.1385, 0.3588, -1.4483], [-7.0096, -0.6648, -0.9104], [-7.8307, -1.1832, -2.0017], [-4.1507, 1.7228, -0.7838], [-6.1284, 0.3754, 1.5394], [-6.6148, 1.8035, 0.7156], [-5.0968, 1.8804, 1.5765], [-4.5032, -0.0762, 0.0108], [-5.5515, -0.0436, -2.2739], [-6.6866, 1.2564, -1.7347], [-8.5280, -0.4270, -2.3621], [-8.4213, -2.0189, -1.6262], [-7.1875, -1.6225, -2.7642], [-3.7529, 2.1520, 0.0394], [-3.2908, 1.2106, -0.9194], [3.5606, -3.2256, 4.4092], [3.2353, -2.9150, 2.9864], [2.4182, -1.6487, 2.8592], [1.2027, -1.7786, 3.5876], [0.3899, -0.5855, 3.6142], [4.5135, -2.8262, 2.2887], [2.6431, -3.4609, 4.9488], [4.1942, -2.4485, 4.8368], [4.1229, -4.1510, 4.5340], [2.7330, -3.7925, 2.5792], [2.1685, -1.4164, 1.8239], [2.9698, -0.8095, 3.2829], [0.2229, -0.2018, 2.6078], [0.8283, 0.2153, 4.2097], [-0.5821, -0.6952, 4.0952], [4.9563, -3.7336, 2.3138], [4.4905, -2.5541, 1.3163], [-2.7908, 3.4352, 1.7334], [-2.5475, 2.3111, 2.7829], [-2.8607, 1.0541, 2.2925], [-2.3035, 3.2464, 0.7769], [-2.4386, 4.4079, 2.0766], [-3.8513, 3.5785, 1.5264], [-3.1006, 2.5975, 3.6775], [-1.4932, 2.3053, 3.0599], [-2.2385, 0.9100, 1.5758], [6.3141, -1.3190, -0.4175], [4.9117, -0.6693, -0.1945], [4.0132, -1.6897, -0.5124], [6.5528, -1.4931, -1.4667], [6.3495, -2.3294, -0.0101], [7.0687, -0.7074, 0.0771], [4.7795, 0.1677, -0.8801], [4.7545, -0.2474, 0.7981], [3.1804, -1.2812, -0.7595]],
  "forces_ev_per_a": [[1.464, 1.499, 0.069], [-2.013, 1.135, 0.571], [-0.738, -0.510, 0.300], [0.048, -1.271, -1.060], [1.162, -1.256, 0.085], [-0.178, 0.481, -0.659], [0.046, -0.481, 0.629], [0.542, 0.377, -0.432], [0.218, 0.157, 0.460], [-1.028, 0.247, -1.216], [0.569, -0.065, 0.690], [-0.887, 0.597, -1.327], [0.691, -1.772, 0.353], [-1.068, 1.367, 0.752], [-1.995, -0.565, 0.023], [1.624, 1.020, -0.093], [-0.540, -1.416, -0.680], [-0.449, 0.206, 0.411], [-0.110, 0.019, -0.212], [0.028, -0.221, 0.103], [0.460, -0.244, 0.399], [0.259, -0.280, 0.718], [0.187, -0.256, 0.178], [-0.318, 0.892, -0.100], [0.372, -0.187, -0.295], [1.322, 0.888, 0.825], [0.530, -0.344, -0.281], [-0.332, 0.111, -0.257], [0.206, -0.351, 0.645], [0.091, 0.526, -0.314], [-0.084, -0.514, 0.436], [0.363, 0.328, -0.393], [0.133, 0.033, -0.479], [-1.029, -1.248, -2.127], [-1.197, -1.076, 0.162], [1.400, 0.807, 2.946], [-0.990, 0.098, -1.104], [-2.156, -1.659, -0.241], [0.833, 1.550, -0.469], [-0.162, -0.700, 0.942], [-0.686, 0.177, -0.705], [-0.066, 0.025, -0.370], [0.482, 1.097, -0.441], [0.403, 0.601, -0.141], [0.324, -0.048, 1.516], [0.308, -0.416, -0.852], [-0.065, 0.587, -0.129], [0.324, 0.018, 0.247], [0.594, 0.165, 0.155], [-0.049, 0.064, 0.136], [0.054, 0.236, -0.058], [0.040, -0.141, 0.042], [0.640, -0.186, -0.552], [0.202, -0.143, 0.086], [0.267, -0.007, 0.416], [-0.231, 0.159, 0.354], [0.235, -0.098, 0.369], [-1.526, 0.537, -0.164], [2.082, -0.178, 0.307], [-0.575, -0.618, 0.350], [0.397, 2.194, -0.215], [-0.940, -1.495, -1.099], [-0.717, 0.288, -0.520], [0.590, -0.590, -0.074], [-0.043, 0.236, -0.517], [0.181, 0.012, 0.243], [-0.268, -0.757, 0.097], [0.321, -0.050, -0.053], [-0.170, 0.044, 0.207], [0.478, 0.098, -0.302], [0.262, 0.413, 0.828], [-0.167, -0.060, 0.138], [-0.926, -0.799, 0.750], [0.938, 1.066, 0.223], [-0.305, 0.982, 0.400], [0.658, -0.186, 0.475], [1.074, -1.198, -0.658], [-0.050, -0.841, 0.654], [-0.007, 1.739, 0.026], [-1.333, -0.158, -0.629], [-0.263, -0.332, 0.346], [0.093, 0.117, -0.501], [-0.213, 0.054, 0.006], [0.506, 0.671, 0.046], [0.088, -0.085, 0.340], [-0.170, 0.085, -0.181], [0.264, -0.616, -0.079], [-0.089, -0.496, -0.174], [-0.136, 0.152, -0.027], [-0.847, -0.221, 0.276], [0.769, 0.270, -0.316], [-1.935, 0.312, -0.547], [0.998, -0.322, 0.832], [0.782, -0.414, 2.207], [-0.340, 0.174, -1.818], [0.496, -0.193, 1.498], [0.575, 0.540, -0.534], [0.259, 0.097, 0.276], [-0.270, 0.351, 0.180], [0.098, -0.594, -0.093], [-0.402, -1.071, -0.511], [-0.089, 0.018, -0.366], [-0.168, 0.009, -0.216], [0.227, 0.114, -0.301], [-0.011, 0.120, 0.328], [0.018, 0.386, -0.365], [-0.802, 0.693, 0.297], [0.434, -0.581, -1.050], [-0.190, -0.704, 0.946], [0.756, -0.721, -0.609], [-0.284, 0.436, 0.096], [-1.237, 0.114, 0.434], [0.579, 0.223, 0.134], [0.619, 0.549, -0.013], [-0.023, 0.657, 0.378], [-0.392, 0.191, 0.243], [0.282, -0.111, -0.482], [-0.941, 0.076, -0.084], [0.255, 0.029, -0.399], [0.369, 0.118, -0.071], [-0.004, 0.107, -0.234], [0.565, -0.028, -0.080], [0.035, -0.967, -0.154], [0.118, -0.022, 0.149], [-0.612, 0.068, -0.157], [0.011, -0.033, 0.388], [0.550, 1.835, -0.563], [-0.753, -0.568, 0.491], [0.221, -0.184, 0.048], [0.188, -0.016, 0.232], [-0.066, -0.133, 0.073], [-0.269, -0.566, 0.060], [0.310, 0.311, 0.190], [0.333, -0.625, -1.064], [-0.513, 0.606, 0.641], [1.572, -0.474, -1.007], [-0.210, -0.561, 0.097], [-0.152, 0.549, -0.134], [-0.172, 0.111, 0.476], [0.255, -0.118, -0.211], [0.106, 0.195, -0.218], [0.204, -0.301, 0.382], [-1.383, 0.031, -0.026]],
  "lowdin_spin": [2.8069, 0.0229, 0.0038, 0.0037, 0.0317, 0.0000, 0.0002, 0.0002, 0.0000, 0.0000, 0.0000, 0.0000, 0.0000, 0.0000, 0.0000, 0.0000, 0.0000, 0.0000, 0.0000, 0.0000, 0.0000, 0.0000, 0.0000, 0.0000, 0.0000, 0.0000, 0.0001, 0.0000, 0.0000, 0.0000, 0.0000, 0.0000, 0.0000, 0.0038, 0.0321, 0.0038, 0.0054, 0.0098, 0.0030, 0.0038, 0.0217, 0.0035, 0.0002, 0.0004, 0.0002, 0.0004, 0.0005, 0.0006, 0.0005, 0.0021, 0.0001, -0.0001, 0.0003, 0.0003, 0.0003, 0.0003, 0.0001, 0.0010, 0.0064, 0.0005, 0.0003, 0.0000, 0.0218, 0.0003, 0.0001, 0.0001, 0.0009, 0.0000, 0.0001, 0.0000, 0.0000, 0.0000, 0.0017, 0.0033, 0.0000, 0.0000, 0.0000, 0.0000, 0.0000, 0.0001, 0.0000, 0.0000, 0.0000, 0.0000, 0.0000, 0.0000, 0.0000, 0.0001, 0.0000, -0.0001, 0.0000, 0.0000, 0.0000, 0.0000, 0.0000, 0.0000, -0.0001, 0.0000, 0.0000, 0.0000, 0.0000, 0.0000, 0.0000, 0.0000, 0.0000, 0.0000, 0.0000, -0.0001, 0.0000, 0.0000, 0.0001, 0.0005, 0.0001, 0.0000, 0.0000, 0.0000, 0.0000, 0.0000, 0.0000, 0.0000, 0.0000, 0.0000, 0.0000, 0.0000, 0.0000, 0.0000, 0.0000, 0.0002, 0.0000, 0.0000, 0.0000, 0.0000, 0.0000, 0.0000, 0.0000, 0.0000, -0.0002, 0.0000, 0.0000, 0.0000, 0.0000, 0.0000, -0.0002],
  "orbital_gap_ev": [7.1, 7.9],
  "spin_multiplicity": 4,
  "total_energy_ha": -3524.60100,
  "s_squared": 3.76,
  "e_above_lowest_ev": 2.319
}